Entry from the OMol25 dataset: an isolated ion of composition C3H6NO2 and charge -1 at a distorted geometry (wB97M-V/def2-TZVPD).

```
12
C3H6NO2 wB97M-V/def2-TZVPD
C 1.217 1.677 -0.165
C 1.023 0.205 0.142
O 2.030 -0.304 0.702
N -0.011 -0.493 -0.303
C -1.714 -0.280 0.154
O -2.426 -1.043 -0.569
H 2.277 1.934 -0.164
H 0.612 2.279 0.530
H 0.916 1.985 -1.188
H 0.127 -1.486 -0.155
H -1.470 -0.673 1.179
H -1.784 0.828 0.110
```

Results
frontier orbital gap = 7.853 eV
HOMO level = -3.64 eV
SMILES = CC(=O)NC[O-]
net charge = -1

Formally, the Löwdin partial charges of the atoms, in units of the elementary charge, are as follows:
1 C -0.05
2 C -0.64
3 O -0.09
4 N 0.05
5 C -0.45
6 O -0.25
7 H 0.06
8 H 0.06
9 H 0.07
10 H 0.09
11 H 0.08
12 H 0.07


Entry from the OMol25 dataset: C36H29GeHgO6PS2 as an isolated structure (wB97M-V/def2-TZVPD).

```
76
C36H29GeHgO6PS2 wB97M-V/def2-TZVPD
Hg 0.002 0.218 0.261
O -0.728 -2.189 0.445
S 0.195 -2.616 1.506
O 0.676 -3.968 1.352
O 1.239 -1.618 1.742
C -0.816 -2.639 3.001
C -0.709 -3.800 3.754
C -1.423 -3.961 4.933
C -2.257 -2.958 5.373
C -2.378 -1.788 4.637
C -1.673 -1.612 3.454
S -1.994 -0.038 2.643
O -0.622 0.502 2.333
O -2.666 0.775 3.625
O -2.742 -0.292 1.431
H -0.053 -4.573 3.382
H -1.323 -4.876 5.503
H -2.817 -3.077 6.293
H -3.019 -0.984 4.965
C 6.346 3.851 -2.004
C 6.804 2.947 -1.059
C 5.961 1.944 -0.595
C 4.653 1.834 -1.055
C 4.210 2.743 -2.018
C 5.046 3.743 -2.485
P 3.589 0.527 -0.294
C 2.618 1.562 0.869
C 2.562 1.126 2.190
C 1.903 1.878 3.155
C 1.290 3.068 2.804
C 1.329 3.505 1.484
C 1.986 2.757 0.522
C 2.451 0.147 -1.686
C 3.065 -0.104 -2.916
C 2.351 -0.623 -3.983
C 1.007 -0.937 -3.814
C 0.396 -0.689 -2.596
C 1.096 -0.127 -1.529
H 6.998 4.635 -2.369
H 7.817 3.018 -0.685
H 6.322 1.234 0.141
H 3.210 2.663 -2.424
H 4.680 4.443 -3.227
H 3.001 0.171 2.448
H 1.839 1.511 4.170
H 0.754 3.642 3.547
H 0.835 4.426 1.198
H 1.995 3.107 -0.501
H 4.125 0.103 -3.033
H 2.846 -0.806 -4.928
H 0.436 -1.375 -4.623
H -0.649 -0.945 -2.479
Ge -1.628 1.962 -0.992
C -2.801 0.908 -2.122
C -3.245 -0.349 -1.705
C -4.037 -1.118 -2.546
C -4.392 -0.645 -3.802
C -3.954 0.603 -4.222
C -3.159 1.375 -3.385
C -0.542 3.182 -2.063
C 0.135 2.781 -3.219
C 0.985 3.655 -3.884
C 1.177 4.944 -3.406
C 0.503 5.363 -2.267
C -0.350 4.489 -1.608
H -2.341 2.815 0.076
H -2.966 -0.725 -0.726
H -4.372 -2.094 -2.217
H -5.007 -1.251 -4.456
H -4.224 0.975 -5.202
H -2.805 2.342 -3.723
H 0.006 1.776 -3.602
H 1.509 3.319 -4.771
H 1.850 5.621 -3.917
H 0.644 6.369 -1.892
H -0.880 4.824 -0.722
```

Results
spin multiplicity = 2
frontier orbital gap (alpha / beta) = 6.983 / 7.101 eV
HOMO level (alpha / beta) = -4.53 / -5.93 eV
net charge = -1

Formally, the Löwdin partial charges of the atoms, in units of the elementary charge, are as follows:
1 Hg 1.13
2 O -0.40
3 S 0.44
4 O -0.32
5 O -0.39
6 C -0.20
7 C -0.06
8 C -0.09
9 C -0.09
10 C -0.07
11 C -0.21
12 S 0.47
13 O -0.46
14 O -0.32
15 O -0.36
16 H 0.10
17 H 0.10
18 H 0.10
19 H 0.10
20 C -0.10
21 C -0.10
22 C -0.11
23 C -0.38
24 C -0.10
25 C -0.08
26 P 1.11
27 C -0.42
28 C -0.13
29 C -0.09
30 C -0.08
31 C -0.09
32 C -0.12
33 C -0.42
34 C -0.13
35 C -0.09
36 C -0.10
37 C -0.15
38 C -0.28
39 H 0.09
40 H 0.10
41 H 0.09
42 H 0.08
43 H 0.10
44 H 0.09
45 H 0.11
46 H 0.10
47 H 0.09
48 H 0.09
49 H 0.10
50 H 0.10
51 H 0.10
52 H 0.08
53 Ge 0.96
54 C -0.37
55 C -0.12
56 C -0.08
57 C -0.10
58 C -0.10
59 C -0.12
60 C -0.37
61 C -0.11
62 C -0.10
63 C -0.11
64 C -0.10
65 C -0.15
66 H -0.03
67 H 0.07
68 H 0.10
69 H 0.09
70 H 0.09
71 H 0.09
72 H 0.09
73 H 0.10
74 H 0.10
75 H 0.10
76 H 0.09


Entry from the OMol25 dataset: a 2-piece molecular cluster, C25H32BCl2F16N6O8P overall at a distorted geometry (wB97M-V/def2-TZVPD).

```
91
C25H32BCl2F16N6O8P wB97M-V/def2-TZVPD
C -2.044 -1.232 4.388
C -1.655 0.062 3.685
C -0.182 0.440 3.658
Cl 0.713 -0.256 5.071
C 0.612 -0.042 2.418
C 1.952 0.684 2.319
C 3.012 -0.148 1.571
C 4.439 0.242 1.986
C 5.327 0.572 0.802
Cl 5.187 -1.046 2.954
N 1.870 2.044 1.648
P 2.010 3.537 2.843
N 3.703 3.762 2.738
O 1.840 2.831 4.269
C 0.712 2.232 0.692
N 1.346 2.927 -0.413
C -0.465 3.019 1.323
O -1.241 2.514 2.080
N -0.552 4.382 0.928
C -1.580 5.058 1.644
O -1.403 5.818 2.515
F -2.768 4.770 1.170
C 0.221 0.905 0.141
C -1.023 1.149 -0.748
C -1.011 0.641 -2.209
C -1.025 1.808 -3.152
N 0.172 2.527 -3.251
O -2.024 2.168 -3.717
N -0.156 -0.062 1.178
C -0.131 -1.390 0.570
C -1.059 -2.428 1.205
C -1.301 -3.541 0.182
F -1.246 -4.759 0.797
F -0.336 -3.528 -0.772
C -2.662 -3.444 -0.529
F -2.758 -2.170 -0.999
F -3.650 -3.604 0.376
C -2.804 -4.474 -1.710
F -1.733 -5.284 -1.702
F -3.895 -5.242 -1.541
C -2.832 -3.803 -3.116
F -2.628 -4.796 -4.001
F -1.786 -2.971 -3.178
C -4.169 -3.093 -3.546
F -5.027 -2.985 -2.510
F -4.735 -3.864 -4.488
C -4.018 -1.671 -4.164
F -3.149 -1.632 -5.145
F -3.664 -0.770 -3.250
F -5.234 -1.339 -4.605
H -3.037 -1.519 4.063
H -1.376 -2.056 4.158
H -2.047 -1.112 5.463
H -2.158 0.862 4.221
H -2.055 0.079 2.680
H -0.080 1.501 3.808
H 0.889 -1.065 2.644
H 2.322 0.789 3.331
H 2.911 -0.032 0.497
H 2.866 -1.177 1.863
H 4.413 1.109 2.640
H 5.499 -0.328 0.222
H 4.845 1.301 0.154
H 6.289 0.947 1.127
H 2.683 2.105 1.034
H 4.152 3.235 1.996
H 4.176 3.455 3.584
H 2.618 2.810 4.841
H 1.784 3.787 -0.100
H 0.732 3.136 -1.193
H -0.789 4.426 -0.063
H 1.044 0.515 -0.461
H -1.249 2.214 -0.808
H -1.842 0.672 -0.229
H -1.924 0.105 -2.394
H -0.149 0.007 -2.395
H 0.044 3.267 -3.928
H 0.961 1.955 -3.528
H -0.398 -1.311 -0.473
H 0.887 -1.784 0.585
H -0.601 -2.904 2.063
H -1.997 -1.982 1.507
B 0.484 -1.294 -4.204
O 1.036 -1.549 -2.831
C 2.157 -0.879 -2.670
O 2.826 -0.844 -1.672
C 2.443 -0.103 -3.977
O 3.376 0.630 -4.159
O 1.470 -0.359 -4.826
F -0.741 -0.662 -4.060
F 0.367 -2.463 -4.918
```

Results
frontier orbital gap = 8.791 eV
HOMO level = -9.71 eV

Formally, the Löwdin partial charges of the atoms, in units of the elementary charge, are as follows:
1 C -0.13
2 C -0.26
3 C -0.58
4 Cl 0.69
5 C -0.29
6 C -0.23
7 C -0.15
8 C -0.75
9 C -0.12
10 Cl 0.66
11 N -0.05
12 P 1.00
13 N -0.13
14 O -0.26
15 C -0.38
16 N 0.14
17 C -0.42
18 O 0.17
19 N 0.15
20 C -0.54
21 O 0.21
22 F 0.18
23 C -0.21
24 C -0.06
25 C -0.10
26 C -0.52
27 N 0.16
28 O 0.11
29 N -0.05
30 C -0.13
31 C -0.02
32 C -0.42
33 F 0.12
34 F 0.13
35 C -0.33
36 F 0.14
37 F 0.16
38 C -0.33
39 F 0.16
40 F 0.16
41 C -0.33
42 F 0.17
43 F 0.16
44 C -0.32
45 F 0.16
46 F 0.16
47 C -0.56
48 F 0.22
49 F 0.17
50 F 0.18
51 H 0.08
52 H 0.05
53 H 0.06
54 H 0.11
55 H 0.09
56 H 0.05
57 H 0.13
58 H 0.09
59 H 0.09
60 H 0.11
61 H 0.06
62 H 0.09
63 H 0.08
64 H 0.08
65 H 0.12
66 H 0.03
67 H 0.05
68 H 0.09
69 H 0.09
70 H 0.06
71 H 0.15
72 H 0.14
73 H 0.11
74 H 0.13
75 H 0.10
76 H 0.09
77 H 0.11
78 H 0.09
79 H 0.11
80 H 0.13
81 H 0.13
82 H 0.12
83 B -1.07
84 O 0.18
85 C -0.40
86 O 0.12
87 C -0.43
88 O 0.14
89 O 0.22
90 F 0.13
91 F 0.19


Entry from the OMol25 dataset: one molecule with the formula CH4N3OP3 at a distorted geometry (wB97M-V/def2-TZVPD).

```
12
CH4N3OP3 wB97M-V/def2-TZVPD
H 1.156 -1.943 -2.702
N 1.311 -2.337 -1.771
P 2.471 -1.559 -0.999
N 2.861 -2.434 0.391
P 1.847 -2.707 1.578
N 0.378 -2.071 1.054
P -0.694 -2.034 -0.087
O -1.176 -0.514 0.013
C -0.874 0.268 1.201
H -1.784 0.849 1.281
H -0.019 1.062 1.123
H -0.577 -0.436 2.028
```

Results
frontier orbital gap = 8.611 eV
HOMO level = -9.17 eV
SMILES = [H]/N=P/N=P\N=P\OC

Formally, the Löwdin partial charges of the atoms, in units of the elementary charge, are as follows:
1 H -0.05
2 N -0.41
3 P 0.63
4 N -0.65
5 P 0.68
6 N -0.64
7 P 0.83
8 O -0.48
9 C -0.16
10 H 0.07
11 H 0.11
12 H 0.06


Entry from the OMol25 dataset: one molecule with the formula C5H9P at a distorted geometry (wB97M-V/def2-TZVPD).

```
15
C5H9P wB97M-V/def2-TZVPD
C 1.099 -0.483 0.133
C -0.168 -0.652 0.094
C 1.794 0.825 0.049
C -0.859 1.426 -0.755
C -1.187 -1.707 0.310
P 0.670 2.256 -0.393
H 1.736 -1.269 0.590
H 2.289 1.164 1.141
H 2.634 0.775 -0.652
H -0.985 0.869 -1.673
H -1.745 1.604 -0.225
H -1.718 -1.798 -0.592
H -1.837 -1.415 1.087
H -0.739 -2.679 0.512
H 0.172 2.886 0.875
```

Results
frontier orbital gap = 8.422 eV
HOMO level = -7.77 eV

Formally, the Löwdin partial charges of the atoms, in units of the elementary charge, are as follows:
1 C -0.26
2 C -0.12
3 C -0.45
4 C -0.30
5 C -0.08
6 P 0.77
7 H 0.12
8 H 0.13
9 H 0.05
10 H 0.00
11 H -0.01
12 H 0.06
13 H 0.06
14 H 0.08
15 H -0.05


Entry from the OMol25 dataset: a 11-piece molecular cluster, C16H54O11 overall at a distorted geometry (wB97M-V/def2-TZVPD).

```
81
C16H54O11 wB97M-V/def2-TZVPD
C -5.012 6.941 -2.117
C -3.492 7.151 -2.216
O -2.738 6.181 -1.599
H -5.260 6.176 -2.853
H -5.646 7.798 -2.343
H -5.383 6.492 -1.196
H -3.283 8.144 -1.817
H -3.319 7.190 -3.292
H -1.850 6.252 -1.954
C 2.084 -3.859 -6.848
C 2.890 -2.715 -6.214
O 3.502 -2.085 -7.373
H 2.628 -4.618 -7.410
H 1.389 -3.461 -7.587
H 1.506 -4.357 -6.069
H 3.721 -3.144 -5.654
H 2.410 -1.957 -5.595
H 3.874 -1.243 -7.099
C -4.238 -3.188 6.957
C -3.607 -1.842 6.942
O -3.276 -1.413 5.675
H -5.282 -3.153 6.647
H -4.349 -3.549 7.980
H -3.691 -3.945 6.395
H -2.742 -1.715 7.593
H -4.251 -1.094 7.405
H -2.554 -0.797 5.820
C -8.630 -0.856 -1.613
C -7.665 -0.294 -0.534
O -7.092 -1.352 0.269
H -9.652 -0.932 -1.241
H -8.329 -1.875 -1.857
H -8.575 -0.374 -2.588
H -8.169 0.444 0.090
H -6.840 0.261 -0.980
H -6.826 -1.030 1.133
C 1.994 -5.231 4.881
C 2.286 -6.524 5.585
O 3.670 -6.613 5.640
H 2.330 -5.389 3.857
H 2.562 -4.344 5.161
H 0.943 -4.960 4.781
H 1.744 -7.304 5.050
H 1.950 -6.519 6.622
H 3.892 -6.419 6.554
C 4.348 6.723 -0.585
O 3.150 6.021 -1.050
H 5.042 6.194 0.068
H 4.924 7.226 -1.362
H 4.075 7.561 0.057
H 3.033 5.207 -0.555
C -0.269 -7.510 0.332
O -1.397 -7.729 1.171
H 0.639 -7.974 0.718
H -0.463 -7.895 -0.668
H -0.126 -6.441 0.169
H -2.063 -7.060 0.995
C 1.194 4.286 5.596
O 0.524 3.257 4.838
H 2.262 4.380 5.396
H 0.760 5.272 5.429
H 1.073 4.046 6.652
H 0.626 3.250 3.883
C 3.034 3.386 -6.494
O 4.277 3.035 -7.098
H 2.856 2.854 -5.559
H 2.924 4.457 -6.320
H 2.161 3.103 -7.081
H 4.140 3.187 -8.036
C 7.523 1.116 -2.235
O 6.707 0.184 -1.528
H 8.364 0.645 -2.745
H 7.040 1.732 -2.993
H 7.921 1.874 -1.561
H 7.285 -0.500 -1.184
C 0.421 0.131 -0.178
O 1.556 0.935 0.022
H -0.522 0.667 -0.287
H 0.528 -0.282 -1.181
H 0.475 -0.657 0.574
H 2.351 0.440 -0.189
```

Results
frontier orbital gap = 10.127 eV
HOMO level = -9.97 eV
SMILES = CCO.CCO.CCO.CCO.CCO.CO.CO.CO.CO.CO.CO

Formally, the Löwdin partial charges of the atoms, in units of the elementary charge, are as follows:
1 C -0.09
2 C -0.37
3 O -0.05
4 H 0.06
5 H 0.07
6 H 0.07
7 H 0.10
8 H 0.11
9 H 0.09
10 C -0.09
11 C -0.28
12 O -0.11
13 H 0.07
14 H 0.07
15 H 0.07
16 H 0.10
17 H 0.11
18 H 0.07
19 C -0.09
20 C -0.39
21 O -0.06
22 H 0.08
23 H 0.07
24 H 0.08
25 H 0.11
26 H 0.11
27 H 0.09
28 C -0.08
29 C -0.30
30 O -0.09
31 H 0.07
32 H 0.07
33 H 0.07
34 H 0.10
35 H 0.10
36 H 0.07
37 C -0.10
38 C -0.35
39 O -0.07
40 H 0.07
41 H 0.07
42 H 0.07
43 H 0.11
44 H 0.11
45 H 0.09
46 C -0.15
47 O -0.12
48 H 0.07
49 H 0.07
50 H 0.06
51 H 0.06
52 C -0.17
53 O -0.12
54 H 0.08
55 H 0.07
56 H 0.07
57 H 0.07
58 C -0.15
59 O -0.13
60 H 0.07
61 H 0.07
62 H 0.08
63 H 0.07
64 C -0.17
65 O -0.12
66 H 0.07
67 H 0.07
68 H 0.07
69 H 0.07
70 C -0.17
71 O -0.12
72 H 0.07
73 H 0.07
74 H 0.07
75 H 0.07
76 C -0.17
77 O -0.13
78 H 0.08
79 H 0.07
80 H 0.08
81 H 0.07


Entry from the OMol25 dataset: one molecule with the formula C2H9N5O at a distorted geometry (wB97M-V/def2-TZVPD).

```
17
C2H9N5O wB97M-V/def2-TZVPD
C 0.980 -0.720 -1.952
N 0.319 0.356 -1.251
O -1.040 -0.002 -0.911
C -0.718 0.464 0.528
N -1.223 1.736 0.852
N -1.040 -0.517 1.492
N 0.696 0.541 0.154
N 1.558 -0.422 0.688
H 2.036 -0.467 -2.009
H 0.852 -1.694 -1.470
H 0.547 -0.753 -2.950
H -2.234 1.765 0.794
H -0.819 2.428 0.230
H -1.489 -1.325 1.083
H -1.552 -0.141 2.278
H 1.046 -1.249 0.999
H 2.080 0.000 1.446
```

Results
frontier orbital gap = 9.175 eV
HOMO level = -8.20 eV
SMILES = CN1OC(N)(N)N1N

Formally, the Löwdin partial charges of the atoms, in units of the elementary charge, are as follows:
1 C -0.09
2 N -0.15
3 O -0.08
4 C -0.60
5 N 0.13
6 N 0.12
7 N -0.12
8 N 0.04
9 H 0.08
10 H 0.07
11 H 0.08
12 H 0.09
13 H 0.09
14 H 0.09
15 H 0.09
16 H 0.07
17 H 0.08


Entry from the OMol25 dataset: C17H25BCoN5O3SSeSi as an isolated structure at a distorted geometry (wB97M-V/def2-TZVPD).

```
55
C17H25BCoN5O3SSeSi wB97M-V/def2-TZVPD
Co 1.870 -0.296 0.479
B 3.767 0.345 3.258
N 2.277 -0.092 3.347
C 1.659 -0.214 4.520
C 0.362 -0.658 4.304
C 0.271 -0.787 2.929
N 1.436 -0.437 2.368
N 4.340 0.355 1.824
C 5.527 0.891 1.541
C 5.844 0.611 0.222
C 4.762 -0.121 -0.241
N 3.871 -0.276 0.747
H 4.401 -0.441 3.898
H 3.860 1.453 3.686
H 2.164 0.021 5.435
H -0.393 -0.852 5.037
H -0.545 -1.114 2.314
H 6.081 1.431 2.281
H 6.727 0.897 -0.314
H 4.598 -0.553 -1.210
C -3.722 1.668 -4.109
C -2.307 1.709 -3.630
C -1.967 2.363 -2.452
C -0.674 2.302 -1.956
C 0.279 1.591 -2.656
C -0.022 0.987 -3.861
C -1.312 1.049 -4.347
S 1.876 1.258 -1.955
O 2.912 1.916 -2.676
O 1.816 1.519 -0.517
O 2.012 -0.290 -2.195
H -4.355 2.325 -3.519
H -4.101 0.650 -4.027
H -3.787 1.962 -5.154
H -2.723 2.896 -1.895
H -0.410 2.776 -1.024
H 0.754 0.452 -4.383
H -1.558 0.563 -5.278
N 1.163 -2.370 -1.617
C 1.537 -1.270 -1.198
H 1.169 -2.557 -2.619
C -4.693 -1.605 -0.327
Si -3.204 -1.391 0.860
C -2.611 -3.099 1.479
C -3.694 -0.168 2.253
Se -1.442 -0.369 -0.284
H -5.564 -2.002 0.187
H -4.449 -2.287 -1.136
H -4.975 -0.654 -0.768
H -3.432 -3.702 1.852
H -1.876 -3.012 2.272
H -2.142 -3.642 0.664
H -4.675 -0.393 2.661
H -3.720 0.845 1.859
H -2.978 -0.184 3.069
```

Results
frontier orbital gap (alpha / beta) = 5.405 / 5.305 eV
HOMO level (alpha / beta) = -7.56 / -7.55 eV

Formally, the Löwdin partial charges of the atoms, in units of the elementary charge, are as follows:
1 Co 0.67
2 B -0.40
3 N -0.06
4 C -0.07
5 C -0.03
6 C -0.13
7 N -0.04
8 N -0.06
9 C -0.07
10 C -0.03
11 C -0.12
12 N -0.01
13 H 0.07
14 H 0.07
15 H 0.13
16 H 0.10
17 H 0.03
18 H 0.13
19 H 0.10
20 H 0.11
21 C -0.04
22 C -0.27
23 C -0.06
24 C -0.12
25 C -0.31
26 C -0.05
27 C -0.02
28 S 0.65
29 O -0.22
30 O -0.31
31 O -0.25
32 H 0.08
33 H 0.09
34 H 0.08
35 H 0.12
36 H 0.12
37 H 0.12
38 H 0.12
39 N 0.13
40 C -0.41
41 H 0.08
42 C -0.22
43 Si 0.20
44 C -0.23
45 C -0.23
46 Se 0.40
47 H 0.02
48 H 0.02
49 H 0.01
50 H 0.02
51 H 0.01
52 H 0.02
53 H 0.02
54 H 0.02
55 H 0.01